DFT (ωB97M-V/def2-TZVPD) results for a molecular structure, C34H67Br3O11 at a distorted geometry.

Atoms and positions in Å:
1 C 13.117 18.205 19.011
2 C 13.128 17.184 17.892
3 O 12.552 16.134 17.921
4 C 13.995 17.555 16.685
5 H 13.419 17.796 19.975
6 H 12.085 18.547 19.084
7 H 13.821 18.993 18.740
8 H 13.657 18.550 16.396
9 H 13.860 16.960 15.782
10 H 15.053 17.578 16.947
11 C 16.347 15.680 0.991
12 C 15.372 15.928 2.092
13 O 14.668 15.006 2.507
14 C 15.229 17.335 2.676
15 H 16.174 14.740 0.468
16 H 17.340 15.577 1.428
17 H 16.385 16.459 0.229
18 H 14.744 17.991 1.953
19 H 16.189 17.819 2.851
20 H 14.768 17.312 3.663
21 C 19.638 24.086 12.654
22 C 21.049 24.142 12.195
23 O 21.648 25.218 12.045
24 C 21.699 22.780 11.915
25 H 19.033 23.559 11.916
26 H 19.346 25.133 12.737
27 H 19.637 23.629 13.644
28 H 21.138 22.347 11.087
29 H 21.649 22.204 12.839
30 H 22.733 22.939 11.609
31 C 22.908 14.572 9.997
32 C 22.919 13.221 9.377
33 O 21.931 12.531 9.336
34 C 24.204 12.799 8.781
35 H 22.956 14.475 11.082
36 H 21.936 15.046 9.860
37 H 23.685 15.151 9.499
38 H 24.996 12.960 9.511
39 H 24.330 13.411 7.887
40 H 23.965 11.768 8.520
41 C 13.666 11.976 7.567
42 C 14.587 12.757 8.529
43 O 14.177 13.091 9.633
44 C 15.995 13.202 8.081
45 H 12.650 11.807 7.923
46 H 13.983 10.990 7.228
47 H 13.515 12.572 6.667
48 H 16.640 12.323 8.064
49 H 16.447 13.930 8.754
50 H 16.019 13.692 7.107
51 C 14.935 19.059 10.196
52 C 16.428 18.816 10.322
53 O 17.121 18.843 9.337
54 C 17.101 18.714 11.723
55 H 14.797 19.257 9.133
56 H 14.593 19.930 10.756
57 H 14.375 18.193 10.547
58 H 16.869 19.583 12.339
59 H 18.185 18.640 11.647
60 H 16.747 17.827 12.248
61 C 17.156 12.373 16.211
62 C 17.870 12.328 14.841
63 O 18.601 13.265 14.404
64 C 17.682 11.030 14.022
65 H 16.321 11.674 16.162
66 H 16.906 13.374 16.564
67 H 17.766 11.890 16.974
68 H 18.320 11.078 13.140
69 H 16.673 10.957 13.614
70 H 17.950 10.058 14.436
71 C 22.667 16.505 17.008
72 C 23.676 16.734 18.036
73 O 24.300 17.792 18.063
74 C 23.838 15.766 19.199
75 H 21.841 15.978 17.485
76 H 23.007 15.849 16.206
77 H 22.333 17.463 16.609
78 H 22.953 15.669 19.828
79 H 24.580 16.055 19.944
80 H 24.169 14.801 18.817
81 C 9.662 11.389 11.779
82 C 9.137 12.744 12.051
83 O 8.046 13.112 11.700
84 C 9.928 13.648 13.000
85 H 9.350 10.765 12.617
86 H 10.749 11.454 11.831
87 H 9.341 10.990 10.817
88 H 10.568 13.018 13.618
89 H 9.318 14.273 13.652
90 H 10.688 14.310 12.587
91 C 12.379 25.442 8.766
92 C 13.817 25.018 9.111
93 O 14.200 25.025 10.288
94 C 14.685 24.421 7.978
95 H 12.442 26.530 8.789
96 H 11.646 25.062 9.478
97 H 12.170 25.053 7.770
98 H 14.459 23.369 7.802
99 H 15.652 24.301 8.466
100 H 14.668 25.026 7.071
101 C 9.077 19.655 7.248
102 C 9.479 18.334 6.660
103 O 9.674 18.217 5.460
104 C 9.529 17.112 7.612
105 H 8.949 20.443 6.506
106 H 9.821 19.958 7.985
107 H 8.125 19.574 7.773
108 H 9.696 16.156 7.116
109 H 8.578 17.033 8.138
110 H 10.282 17.241 8.390
111 C 21.160 18.296 4.484
112 Br 21.043 16.318 4.615
113 Br 21.228 19.007 2.596
114 Br 22.749 18.808 5.637
115 H 20.259 18.705 4.941

Orbital gap ... 8.785 eV
Highest occupied orbital energy ... -9.5 eV
LUMO ... -0.750 eV

DFT (ωB97M-V/def2-TZVPD) results for 8 unconnected molecules or ions with the total composition C34H67NO16 at a distorted geometry.

Atoms and positions in Å:
1 C 12.421 -4.434 -0.014
2 C 10.986 -5.036 -0.596
3 O 9.829 -4.173 -0.206
4 C 8.664 -4.851 -0.796
5 C 7.620 -5.677 0.171
6 C 6.402 -4.542 0.197
7 N 6.274 -4.140 -1.257
8 C 7.727 -3.815 -1.661
9 O 8.126 -2.858 -2.540
10 H 12.838 -3.712 -0.839
11 H 13.152 -5.310 0.255
12 H 12.216 -3.765 0.951
13 H 11.097 -5.132 -1.766
14 H 10.810 -6.128 -0.173
15 H 8.952 -5.658 -1.593
16 H 7.862 -5.783 1.316
17 H 7.398 -6.728 -0.294
18 H 5.447 -4.773 0.833
19 H 6.967 -3.606 0.653
20 H 5.830 -4.876 -1.877
21 C 1.447 -2.109 -0.338
22 C 2.008 -2.717 0.933
23 O 1.122 -3.724 1.454
24 C 1.106 -5.014 1.050
25 C 1.848 -5.396 -0.196
26 O 0.433 -5.846 1.657
27 H 1.339 -2.855 -1.129
28 H 2.098 -1.309 -0.702
29 H 0.449 -1.697 -0.155
30 H 3.019 -3.113 0.802
31 H 2.078 -1.940 1.701
32 H 1.158 -5.380 -1.044
33 H 2.240 -6.411 -0.069
34 H 2.707 -4.764 -0.410
35 C -4.663 -1.475 1.755
36 C -3.281 -2.037 2.028
37 O -2.323 -1.523 1.085
38 C -1.679 -0.342 1.214
39 C -2.158 0.641 2.241
40 O -0.759 -0.050 0.451
41 H -4.686 -0.387 1.865
42 H -5.397 -1.907 2.442
43 H -4.968 -1.695 0.727
44 H -2.950 -1.866 3.057
45 H -3.302 -3.123 1.887
46 H -2.844 1.349 1.768
47 H -1.291 1.185 2.632
48 H -2.641 0.182 3.100
49 C -2.197 6.481 -1.308
50 C -1.635 5.873 -0.038
51 O -2.521 4.866 0.483
52 C -2.537 3.576 0.080
53 C -1.795 3.194 -1.167
54 O -3.211 2.744 0.686
55 H -2.304 5.735 -2.100
56 H -1.546 7.281 -1.673
57 H -3.194 6.894 -1.126
58 H -0.624 5.477 -0.169
59 H -1.565 6.651 0.731
60 H -2.485 3.210 -2.015
61 H -1.403 2.179 -1.039
62 H -0.937 3.827 -1.381
63 C -7.662 8.244 -3.280
64 C -6.338 8.845 -3.708
65 O -5.236 8.066 -3.207
66 C -4.736 6.968 -3.814
67 C -5.513 6.334 -4.930
68 O -3.693 6.455 -3.409
69 H -7.798 7.236 -3.683
70 H -8.496 8.866 -3.620
71 H -7.708 8.156 -2.190
72 H -6.264 8.979 -4.791
73 H -6.238 9.842 -3.265
74 H -6.129 5.526 -4.525
75 H -4.804 5.919 -5.655
76 H -6.139 7.031 -5.482
77 C -4.694 -2.486 8.333
78 C -5.036 -2.456 6.856
79 O -4.792 -1.151 6.300
80 C -3.592 -0.721 5.853
81 C -2.364 -1.516 6.185
82 O -3.501 0.345 5.246
83 H -3.635 -2.278 8.507
84 H -4.929 -3.465 8.763
85 H -5.259 -1.719 8.872
86 H -4.516 -3.230 6.285
87 H -6.108 -2.649 6.733
88 H -1.900 -1.102 7.085
89 H -1.662 -1.436 5.348
90 H -2.550 -2.579 6.325
91 C -4.828 0.288 -2.682
92 C -6.242 0.647 -3.095
93 O -6.723 -0.252 -4.111
94 C -7.286 -1.456 -3.864
95 C -7.177 -2.042 -2.487
96 O -7.817 -2.091 -4.773
97 H -4.777 -0.713 -2.246
98 H -4.448 1.005 -1.948
99 H -4.164 0.288 -3.552
100 H -6.933 0.690 -2.249
101 H -6.241 1.647 -3.544
102 H -6.315 -2.715 -2.450
103 H -8.089 -2.612 -2.280
104 H -7.097 -1.300 -1.696
105 C 6.705 2.977 -1.355
106 C 7.266 2.369 -0.085
107 O 6.380 1.361 0.437
108 C 6.364 0.072 0.033
109 C 7.106 -0.311 -1.213
110 O 5.690 -0.760 0.639
111 H 6.597 2.231 -2.147
112 H 7.356 3.777 -1.719
113 H 5.707 3.389 -1.172
114 H 8.277 1.973 -0.215
115 H 7.336 3.146 0.684
116 H 6.416 -0.294 -2.062
117 H 7.498 -1.325 -1.086
118 H 7.964 0.322 -1.427

Orbital gap ... 9.714 eV
Highest occupied orbital energy ... -9.5 eV
SMILES ... CCO[C@H]1CCNC1=O.CCOC(C)=O.CCOC(C)=O.CCOC(C)=O.CCOC(C)=O.CCOC(C)=O.CCOC(C)=O.CCOC(C)=O
LUMO ... 0.178 eV

DFT (ωB97M-V/def2-TZVPD) results for 11 unconnected molecules or ions with the total composition C34H68Br10O12S6 at a distorted geometry.

Atoms and positions in Å:
1 O 3.775 6.553 -1.012
2 S 4.192 5.781 0.157
3 O 4.971 6.450 1.176
4 C 2.676 4.862 0.794
5 C 2.484 3.838 -0.252
6 C 3.849 3.179 -0.547
7 C 5.018 4.234 -0.487
8 H 1.907 5.609 0.989
9 H 2.893 4.306 1.705
10 H 1.653 3.163 -0.048
11 H 2.169 4.443 -1.102
12 H 3.828 2.829 -1.579
13 H 4.122 2.409 0.175
14 H 5.547 4.610 -1.362
15 H 5.755 3.897 0.242
16 O -3.074 -6.473 2.387
17 S -2.943 -5.456 1.343
18 O -1.971 -5.554 0.233
19 C -4.595 -5.141 0.706
20 C -5.166 -4.084 1.634
21 C -4.011 -3.050 1.964
22 C -2.715 -3.803 2.212
23 H -5.152 -6.048 0.470
24 H -4.279 -4.646 -0.212
25 H -6.081 -3.785 1.123
26 H -5.477 -4.535 2.576
27 H -4.251 -2.385 2.793
28 H -3.831 -2.338 1.159
29 H -2.575 -4.031 3.269
30 H -1.785 -3.509 1.726
31 O -1.912 4.820 -5.108
32 S -2.065 3.395 -5.358
33 O -2.675 2.913 -6.623
34 C -0.353 2.481 -5.145
35 C -0.622 1.317 -4.224
36 C -2.072 1.136 -3.936
37 C -2.813 2.497 -3.915
38 H 0.390 3.192 -4.784
39 H -0.081 2.289 -6.183
40 H -0.282 0.373 -4.651
41 H -0.133 1.406 -3.253
42 H -2.263 0.695 -2.957
43 H -2.480 0.469 -4.695
44 H -2.620 2.993 -2.964
45 H -3.892 2.386 -4.022
46 O 5.155 -1.861 -6.046
47 S 3.924 -1.091 -6.168
48 O 3.237 -1.125 -7.461
49 C 2.847 -1.827 -4.893
50 C 2.704 -0.704 -3.857
51 C 2.658 0.635 -4.668
52 C 4.013 0.627 -5.446
53 H 3.108 -2.772 -4.417
54 H 1.875 -2.038 -5.339
55 H 1.841 -0.752 -3.193
56 H 3.500 -0.812 -3.119
57 H 2.681 1.551 -4.077
58 H 1.735 0.762 -5.233
59 H 4.832 0.728 -4.733
60 H 4.236 1.368 -6.214
61 O -3.052 -0.094 1.996
62 S -3.592 1.224 1.770
63 O -2.669 2.269 1.284
64 C -4.979 1.004 0.567
65 C -6.175 0.624 1.504
66 C -6.105 1.625 2.628
67 C -4.730 1.739 3.233
68 H -4.734 0.334 -0.258
69 H -5.016 2.050 0.264
70 H -7.134 0.669 0.989
71 H -6.030 -0.371 1.924
72 H -6.851 1.262 3.334
73 H -6.396 2.617 2.280
74 H -4.471 1.083 4.064
75 H -4.555 2.795 3.439
76 O -1.932 2.089 4.299
77 S -1.150 3.295 4.030
78 O -0.162 3.400 2.952
79 C -2.173 4.798 3.976
80 C -2.184 5.212 5.439
81 C -0.758 5.205 5.947
82 C -0.359 3.756 5.692
83 H -3.122 4.489 3.538
84 H -1.652 5.589 3.436
85 H -2.476 6.259 5.510
86 H -2.852 4.683 6.119
87 H -0.726 5.558 6.978
88 H -0.242 5.977 5.377
89 H -0.712 3.022 6.417
90 H 0.719 3.604 5.654
91 Br 0.480 -3.903 4.801
92 C 2.177 -3.713 3.759
93 C 3.009 -4.971 4.047
94 Br 2.058 -6.631 3.663
95 H 2.730 -2.872 4.177
96 H 2.024 -3.589 2.687
97 H 3.277 -5.085 5.098
98 H 3.864 -4.962 3.370
99 Br 0.354 -3.955 -3.646
100 C -0.965 -2.452 -3.244
101 C -2.092 -2.981 -2.351
102 Br -3.304 -1.607 -1.598
103 H -1.364 -2.082 -4.188
104 H -0.448 -1.595 -2.813
105 H -1.681 -3.604 -1.556
106 H -2.702 -3.660 -2.947
107 Br 0.408 -2.707 0.246
108 C 0.417 -1.107 1.414
109 C -0.201 0.081 0.589
110 Br 0.949 0.531 -0.954
111 H 1.454 -1.023 1.737
112 H -0.218 -1.287 2.281
113 H -0.191 0.988 1.193
114 H -1.185 -0.004 0.127
115 Br 3.633 -1.300 -0.111
116 C 4.550 -0.341 1.400
117 C 5.814 -1.135 1.869
118 Br 5.265 -2.704 2.933
119 H 3.795 -0.172 2.168
120 H 4.970 0.548 0.929
121 H 6.466 -0.481 2.449
122 H 6.310 -1.516 0.976
123 Br 2.756 -7.379 -2.289
124 C 3.474 -5.536 -2.262
125 C 2.891 -4.836 -1.047
126 Br 3.560 -5.700 0.640
127 H 3.048 -5.191 -3.205
128 H 4.562 -5.513 -2.205
129 H 1.805 -4.927 -1.041
130 H 3.116 -3.769 -1.028

ΔE to the lowest compared entry with this formula, charge and spin ... 316.0 kJ/mol
Orbital gap ... 9.096 eV
Highest occupied orbital energy ... -9.4 eV
SMILES ... O=S1(=O)CCCC1.O=S1(=O)CCCC1.O=S1(=O)CCCC1.O=S1(=O)CCCC1.O=S1(=O)CCCC1.O=S1(=O)CCCC1.BrCCBr.BrCCBr.BrCCBr.BrCCBr.BrCCBr
LUMO ... -0.302 eV